No. 1
Computed, not measured: 2 unconnected molecules or ions with the total composition C23H23F4 in a non-equilibrium geometry, with wB97M-V/def2-TZVPD.

Calculated values
Total charge = +1
Relative energy (zero: lowest compared OMol25 entry of this formula, charge and spin) = 53.6 kcal/mol
LUMO = -5.964 eV
E_HOMO = -0.42830 hartree

Element x y z (Å)
C 3.728 -0.954 -4.127
C 3.990 0.135 -3.377
C 4.470 1.408 -4.018
C 3.736 0.117 -1.866
C 2.280 0.537 -1.473
C 1.929 0.658 0.004
C 2.644 1.706 0.802
C 0.986 -0.158 0.590
H 3.350 -1.883 -3.691
H 3.873 -0.917 -5.208
H 4.676 2.174 -3.268
H 5.376 1.265 -4.621
H 3.701 1.793 -4.698
H 3.917 -0.900 -1.485
H 4.457 0.790 -1.377
H 2.105 1.530 -1.930
H 1.582 -0.168 -1.961
H 3.124 2.438 0.143
H 1.967 2.240 1.489
H 3.453 1.268 1.404
H 0.979 -0.232 1.683
H 0.591 -1.026 0.037
F -2.982 -0.128 -3.535
C -2.209 0.629 -2.685
C -1.518 1.715 -3.213
C -0.740 2.455 -2.314
F 0.044 3.475 -2.805
C -0.676 2.156 -0.964
C -1.261 0.968 -0.478
C -1.002 0.539 0.892
C -1.973 -0.254 1.552
C -2.003 -0.450 2.924
C -2.845 -1.401 3.587
C -2.824 -1.499 5.008
C -3.563 -2.478 5.648
F -3.495 -2.570 7.017
C -4.371 -3.395 4.963
C -4.415 -3.261 3.570
F -5.211 -4.135 2.865
C -3.689 -2.303 2.871
C -2.126 0.246 -1.344
H -1.565 1.974 -4.268
H -0.145 2.825 -0.276
H -0.473 1.264 1.531
H -2.853 -0.597 0.983
H -1.399 0.204 3.576
H -2.197 -0.806 5.564
H -4.956 -4.149 5.488
H -3.741 -2.258 1.784
H -2.727 -0.589 -0.988

=====

No. 2
Computed, not measured: a molecular structure, C23H23IrN4OS, with wB97M-V/def2-TZVPD.

Calculated values
Total charge = +3
Relative energy (zero: lowest compared OMol25 entry of this formula, charge and spin) = 9.0 kcal/mol
LUMO (spin up / spin down) = -10.507 / -13.100 eV
2S+1 = 2
E_HOMO (spin up / spin down) = -0.61568 / -0.61568 hartree

Element x y z (Å)
Ir 1.556 1.429 0.095
N 0.880 3.732 3.588
C 1.172 2.805 2.700
S 1.815 3.353 1.121
N 1.027 1.527 2.970
N 1.400 0.745 1.922
C 1.747 -0.497 2.123
C 1.797 -1.060 3.497
C 2.936 -1.671 3.958
C 2.998 -2.180 5.308
C 1.904 -2.079 6.168
C 0.763 -1.468 5.713
C 0.702 -0.943 4.374
C 2.171 -1.240 0.924
C 2.464 -2.593 0.885
C 2.918 -3.148 -0.306
C 3.070 -2.337 -1.419
C 2.717 -0.999 -1.332
N 2.269 -0.473 -0.195
H 1.040 4.710 3.398
H 0.576 3.475 4.517
H 3.820 -1.750 3.337
H 3.920 -2.639 5.645
H 1.957 -2.473 7.174
H -0.108 -1.374 6.348
H -0.211 -0.466 4.044
H 2.338 -3.209 1.763
H 3.153 -4.202 -0.358
H 3.436 -2.731 -2.357
H 2.777 -0.335 -2.184
C -4.649 0.548 -5.559
C -3.680 0.649 -4.437
C -4.060 1.186 -3.200
C -3.176 1.302 -2.160
C -3.657 1.901 -0.867
C -1.815 0.857 -2.353
C -0.938 1.083 -1.311
O 0.324 0.788 -1.318
C -1.422 0.274 -3.617
C -0.040 -0.235 -3.889
C -2.360 0.197 -4.611
H -5.641 0.887 -5.274
H -4.711 -0.484 -5.910
H -4.300 1.150 -6.402
H -5.079 1.523 -3.060
H -4.731 2.059 -0.905
H -3.192 2.872 -0.685
H -3.446 1.258 -0.011
H -1.315 1.576 -0.415
H 0.677 0.590 -3.902
H -0.006 -0.731 -4.854
H 0.285 -0.933 -3.117
H -2.073 -0.228 -5.565

=====

No. 3
Computed, not measured: a molecular structure, C23H23N2O3S2Tl, with wB97M-V/def2-TZVPD.

Calculated values
Total charge = -2
Relative energy (zero: lowest compared OMol25 entry of this formula, charge and spin) = 0.0 kcal/mol
LUMO = 4.636 eV
E_HOMO = -0.06645 hartree

Element x y z (Å)
Tl -1.030 -1.097 -1.416
C 0.767 -0.606 1.565
N -0.678 -0.593 1.402
C -1.280 0.721 1.624
C -0.817 1.772 0.629
N -1.385 1.618 -0.704
C -0.595 2.381 -1.672
C -2.791 1.884 -0.838
C -3.483 2.609 0.126
C -4.841 2.874 0.009
C -5.521 2.415 -1.108
C -4.841 1.692 -2.074
C -3.478 1.390 -1.975
S -2.720 0.413 -3.221
C -1.381 -1.610 2.127
C -0.862 -2.118 3.313
C -1.524 -3.101 4.037
C -2.739 -3.574 3.565
C -3.264 -3.076 2.383
C -2.612 -2.094 1.623
S -3.334 -1.539 0.128
H 1.100 -0.151 2.512
H 1.246 -0.065 0.749
H 1.138 -1.628 1.523
H -1.035 1.072 2.643
H -2.363 0.603 1.557
H 0.267 1.717 0.514
H -1.008 2.775 1.040
H -0.559 3.446 -1.393
H -1.031 2.273 -2.662
H 0.424 1.989 -1.698
H -2.964 2.963 1.007
H -5.355 3.421 0.790
H -6.584 2.596 -1.221
H -5.371 1.306 -2.936
H 0.089 -1.744 3.671
H -1.090 -3.489 4.950
H -3.276 -4.345 4.107
H -4.201 -3.460 2.000
O 3.640 -2.279 1.059
C 4.613 -3.077 0.617
C 4.772 -4.353 1.169
C 5.779 -5.187 0.717
C 6.648 -4.771 -0.287
C 6.489 -3.503 -0.831
C 5.487 -2.647 -0.400
C 5.344 -1.252 -1.005
O 6.184 -0.886 -1.833
O 4.349 -0.578 -0.571
H 3.751 -1.435 0.447
H 4.082 -4.666 1.944
H 5.886 -6.176 1.151
H 7.435 -5.428 -0.640
H 7.143 -3.132 -1.611

=====

No. 4
Computed, not measured: a molecular structure, C23H23N3O5S in a non-equilibrium geometry, with wB97M-V/def2-TZVPD.

Calculated values
Relative energy (zero: lowest compared OMol25 entry of this formula, charge and spin) = 470.3 kcal/mol
LUMO = -1.430 eV
E_HOMO = -0.28919 hartree

Element x y z (Å)
O -2.375 -1.264 0.590
C -1.795 -0.213 0.848
N -0.457 0.087 0.931
C 0.347 -1.017 0.626
C 1.690 -0.997 0.568
C 2.263 -2.099 0.350
C 1.357 -3.126 0.129
S -0.236 -2.528 0.003
C 2.062 -4.236 -0.554
H 2.084 -5.060 0.321
H 1.624 -4.488 -1.346
C 3.466 -3.697 -0.771
H 3.757 -3.778 -1.841
H 4.311 -4.458 -0.313
C 3.724 -2.490 -0.005
H 4.129 -2.693 1.221
H 4.390 -1.927 -0.378
C 2.196 0.410 1.221
O 1.636 1.568 1.273
N 3.538 0.529 1.448
H 4.054 -0.327 0.951
C 4.195 1.800 1.624
H 3.589 2.608 1.754
H 4.948 1.654 2.477
C 5.095 2.206 -0.085
C 4.625 3.290 -0.571
H 5.306 3.482 -1.243
C 3.422 2.817 -1.380
H 2.431 2.513 -0.595
C 3.983 1.243 -1.650
H 4.415 1.400 -2.768
O 4.944 0.952 -0.907
H 3.216 0.536 -1.672
H 3.089 3.109 -2.246
H 4.199 3.983 0.130
H 6.204 2.334 0.426
H -0.131 0.890 1.040
C -2.795 1.038 1.478
N -4.143 0.886 0.715
C -5.313 0.554 1.572
O -5.097 0.250 2.836
C -6.441 0.261 0.756
C -7.702 -0.256 0.757
C -8.473 -0.501 -0.361
C -8.053 -0.048 -1.737
C -6.479 0.235 -1.889
C -5.740 0.333 -0.729
C -4.270 0.703 -0.625
O -3.589 1.256 -1.624
H -6.388 0.561 -2.819
H -8.582 -0.185 -2.559
H -9.424 -0.633 -0.307
H -7.780 -0.346 1.625
H -2.797 1.023 2.399
H -2.230 1.853 0.904